Here is a 7-piece molecular cluster, C43H54NS2 overall at a distorted geometry from the OMol25 dataset. Energies are from the ωB97M-V functional and the def2-TZVPD basis.

Element x y z (Å)
H (2.9189, -0.7463, -0.1816)
C (0.0417, -2.5430, 3.7230)
C (1.2426, 1.1602, 4.5174)
H (-3.2542, -1.6103, -2.0960)
N (2.7692, 0.0341, 0.4419)
H (-2.2385, 1.5612, 0.0390)
H (1.0680, 4.7015, -0.2829)
H (0.6587, 1.7440, -0.3659)
H (-1.9812, 3.7670, 1.0967)
H (2.7340, -1.9238, -6.6177)
C (-4.8570, -0.0644, 6.8464)
H (-2.7876, 0.9503, 2.3308)
H (-4.0174, -1.5626, -4.4427)
H (4.3481, -3.1417, -4.2563)
C (-2.6669, -1.1002, -2.8474)
H (-5.6596, -0.6555, 6.4266)
C (0.6746, -4.1554, -4.8446)
H (2.5237, -1.6456, -3.5317)
H (-1.7125, -5.4295, 3.8761)
C (3.3176, -3.4291, -4.4162)
H (-3.4716, -3.9538, 2.9744)
C (0.9713, -2.9514, -4.2239)
S (-4.0670, 0.8648, 2.0721)
H (-3.0499, 4.4299, -0.0699)
C (0.5237, 3.8129, -0.0923)
H (-0.9551, 2.9026, -1.7244)
C (-1.1473, 0.1912, -4.7892)
C (-3.5382, 0.6047, 8.7393)
H (-4.3475, 0.8503, 4.9773)
H (-3.2874, 2.2474, -1.1067)
C (-0.9484, -1.7195, 3.2068)
C (-2.3350, -0.4322, -5.1350)
H (-0.7399, -0.6655, 3.0379)
C (-4.1457, 2.1517, 0.8235)
C (2.5716, 1.1394, 4.1260)
H (3.9316, -0.6195, -10.5106)
C (-4.5644, -0.1542, 8.1985)
C (2.9669, -1.1266, -7.3096)
H (2.5964, 0.4190, -5.8750)
C (-1.4754, -0.4815, -2.4973)
C (3.1768, 1.2221, -7.7784)
C (0.9108, 1.3534, 5.8478)
C (2.5094, 2.4317, 0.3356)
C (2.8859, 0.1936, -6.8947)
H (3.7781, 1.7291, -9.7716)
H (0.2441, 3.7954, 0.9364)
H (1.6585, 1.6768, 7.8287)
H (-0.1266, 1.3555, 6.1551)
H (3.4100, 1.2724, -1.1273)
H (4.3189, 1.3939, 0.3228)
C (3.6360, -0.3913, -9.4958)
H (3.4096, -2.4479, -8.9357)
C (-0.7194, 0.1645, -3.4693)
C (3.2448, 1.5079, 6.3972)
C (-3.0927, -1.0751, -4.1665)
H (1.5538, 2.6507, -1.5168)
C (3.5763, 1.3096, 5.0652)
H (3.8215, -5.2838, -5.3613)
C (-2.3651, 3.6452, 0.1152)
C (3.5511, 0.9288, -9.0804)
C (-2.9659, 2.3191, -0.0946)
H (3.1147, 2.2527, -7.4541)
C (-2.4857, -3.5592, 3.1779)
C (3.3437, -1.4183, -8.6112)
H (1.7782, 0.0949, 0.6105)
C (-4.1209, 0.7831, 6.0337)
H (-4.3409, 3.0570, 1.3372)
S (-0.9951, 4.0080, -0.9935)
C (3.3304, 1.2760, -0.0647)
H (1.0199, -2.1431, 3.9459)
H (-5.1369, -0.8174, 8.8320)
C (-3.0945, 1.5417, 6.5755)
H (1.4699, -5.9320, -5.7402)
H (4.0256, 1.6421, 7.1331)
H (2.2104, 2.3298, 1.3590)
C (1.2875, 2.5966, -0.4889)
C (2.2911, -2.5907, -4.0084)
H (4.6139, 1.2860, 4.7617)
H (0.2193, 0.6383, -3.1977)
H (-0.3559, -4.4364, -5.0150)
H (-5.0138, 1.9262, 0.2562)
H (-2.9815, -1.5711, 2.5476)
C (3.0218, -4.6316, -5.0382)
H (2.8228, 0.9653, 3.0862)
H (3.1070, 3.3086, 0.2276)
C (-0.2364, -3.8804, 3.9566)
H (-3.3121, 0.5348, 9.7943)
C (-1.4973, -4.3874, 3.6849)
C (-2.8028, 1.4540, 7.9277)
C (1.6999, -4.9951, -5.2514)
H (0.4576, 1.0137, 3.7837)
C (1.9137, 1.5293, 6.7884)
H (-2.0036, 2.0488, 8.3504)
H (0.1731, -2.2953, -3.9100)
H (-2.6686, -0.4232, -6.1632)
C (-2.2102, -2.2235, 2.9338)
H (-0.5516, 0.6827, -5.5463)
H (-2.5193, 2.2049, 5.9413)
H (0.5311, -4.5275, 4.3581)
H (-1.1312, -0.5145, -1.4689)

Cartesian forces, eV/Å:
H 0.089 -0.077 0.063
C -0.042 0.052 -0.063
C -0.074 0.033 -0.092
H -0.012 -0.026 0.022
N -0.020 -0.348 0.081
H 0.755 -0.953 0.239
H 0.600 0.948 -0.110
H -0.642 -0.861 -0.001
H 0.425 0.164 1.044
H -0.004 -0.045 0.001
C -0.040 -0.042 -0.009
H 0.919 0.143 0.262
H -0.025 -0.023 -0.011
H 0.032 0.001 0.004
C -0.004 -0.016 0.070
H -0.019 -0.023 -0.013
C -0.022 -0.015 -0.033
H 0.007 0.015 0.016
H -0.004 -0.037 0.003
C 0.093 0.024 0.053
H -0.036 -0.022 -0.005
C -0.077 -0.012 0.020
S -0.721 -0.599 -0.057
H -0.798 0.848 -0.169
C -0.186 -0.204 0.113
H -0.102 -0.625 -0.263
C 0.042 0.060 0.020
C 0.011 -0.014 0.064
H -0.018 0.027 0.011
H -0.319 -0.189 -0.986
C 0.041 0.211 0.002
C -0.041 -0.020 -0.067
H -0.001 -0.119 0.004
C 0.043 -0.420 0.420
C 0.041 -0.054 -0.244
H 0.006 -0.007 -0.034
C -0.036 -0.038 0.032
C -0.054 -0.049 0.039
H -0.006 -0.002 0.024
C 0.049 0.157 0.048
C -0.011 0.055 0.041
C -0.118 0.020 0.102
C 0.010 0.567 0.271
C -0.031 0.032 0.069
H 0.011 0.020 -0.018
H -0.115 0.001 0.914
H -0.006 0.001 0.033
H -0.031 -0.022 0.015
H 0.201 -0.021 -1.134
H 0.774 0.057 0.308
C 0.018 -0.015 -0.049
H 0.000 -0.029 -0.011
C 0.057 0.192 0.183
C 0.035 0.013 0.037
C -0.063 -0.027 -0.030
H 0.225 0.071 -1.113
C 0.010 0.045 0.046
H 0.023 -0.025 -0.001
C 0.774 0.369 -0.218
C 0.013 0.044 -0.049
C -0.397 -0.432 -0.176
H 0.002 0.026 0.006
C -0.079 -0.048 -0.043
C 0.007 -0.038 -0.035
H -0.207 -0.026 0.000
C 0.004 -0.014 -0.078
H -0.278 1.076 0.435
S -0.331 1.008 -0.822
C -0.041 -1.120 0.233
H 0.085 0.049 0.022
H -0.021 -0.018 0.023
C 0.045 0.032 -0.077
H -0.005 -0.029 -0.006
H 0.021 -0.002 0.026
H 0.027 0.078 0.901
C -0.402 -0.179 -0.020
C 0.041 0.078 0.056
H 0.029 -0.010 -0.008
H 0.031 -0.063 -0.025
H -0.030 -0.012 -0.001
H -0.854 -0.202 -0.488
H -0.031 -0.074 -0.045
C 0.023 -0.037 -0.030
H 0.059 -0.069 0.024
H 0.496 0.870 0.157
C 0.088 -0.033 0.040
H 0.006 -0.003 0.032
C -0.031 -0.069 0.016
C 0.068 0.046 0.018
C -0.007 -0.035 -0.053
H 0.015 -0.002 0.008
C 0.026 0.003 0.037
H 0.016 0.016 0.013
H -0.070 0.019 0.012
H -0.011 -0.003 -0.034
C -0.007 0.063 0.034
H 0.034 -0.003 -0.027
H 0.006 0.041 -0.018
H 0.022 -0.024 0.015
H 0.024 -0.057 -0.014

For the HOMO energy, the calculation gives -10.81 eV. The total charge is +1. The frontier orbital gap comes out at 7.75 eV. The value obtained for the LUMO energy is -3.06 eV. The total energy is -2521.7262 a.u.

Results of the Löwdin charge analysis, in e, for atoms 1 through 8: 0.074 -0.086 -0.110 0.107 0.028 0.089 0.093 0.101

***

Here is one molecule with the formula C6H6 at a distorted geometry from the OMol25 dataset. Energies are from the ωB97M-V functional and the def2-TZVPD basis.

Element x y z (Å)
C (-0.3514, 0.4853, -1.7615)
C (0.5130, 0.3752, 0.5820)
H (-0.6762, -1.0706, -0.9943)
H (-0.2228, -1.0680, 3.9452)
C (-0.0009, -0.6357, 2.9957)
H (1.4750, 0.0148, 0.2101)
C (-0.6224, -0.0071, -0.4413)
H (-1.5538, 0.4483, -0.0339)
C (0.2559, -0.1618, 1.9198)
H (0.0806, 0.8839, -3.8920)
H (0.6443, 1.4756, 0.6818)
C (-0.1375, 0.4847, -2.9442)

Cartesian forces, eV/Å:
C 0.205 0.582 -0.883
C -0.029 -0.387 -0.254
H -0.249 1.197 3.175
H 0.042 0.095 -0.114
C 0.102 0.173 -0.393
H -0.048 -0.103 0.057
C 0.095 -0.414 -0.494
H 0.279 -1.042 -0.462
C -0.165 -0.394 0.335
H 0.083 -0.142 -0.670
H -0.454 -0.581 -0.400
C 0.138 1.016 0.102

For the HOMO energy, the calculation gives -9.85 eV. The frontier orbital gap comes out at 10.72 eV. The value obtained for the LUMO energy is 0.86 eV. As for the SMILES: C#CCCC#C. The total energy is -232.0510 a.u.

Results of the natural (NBO) charge analysis, in e, for atoms 1 through 8: -0.014 -0.472 0.291 0.236 -0.235 0.241 -0.483 0.243

***

Here is a 3-piece molecular cluster, C17H28BrINO6 overall at a distorted geometry from the OMol25 dataset. Energies are from the ωB97M-V functional and the def2-TZVPD basis.

Element x y z (Å)
H (1.7499, -4.8678, -2.1235)
Br (1.7944, -2.9172, -0.2366)
O (3.1137, 1.3512, 3.5832)
O (-7.4028, 0.3833, -0.3216)
C (3.8405, 5.3203, 4.7215)
H (4.9874, 0.4538, 3.5819)
H (-3.7094, -0.4814, 0.9058)
C (-4.7362, -1.8395, -0.4226)
C (1.0853, -4.1617, -2.6082)
C (2.6008, 4.5022, 5.0047)
C (1.6448, 0.5155, -0.3732)
H (-8.7222, 1.9120, -0.4051)
O (-5.2297, 0.7382, -0.8228)
H (3.7416, 0.0656, -4.7070)
H (3.6033, -0.5407, 3.0753)
H (3.8501, -0.1807, 4.7968)
H (3.8300, 6.2317, 5.3185)
H (-4.8737, -2.9137, -0.5383)
H (0.3572, -4.6890, -3.2270)
C (3.9463, 0.2075, 3.7857)
H (-0.2851, 0.0768, -2.8474)
H (1.2008, -0.0927, -4.3291)
H (-4.3749, -1.9076, 1.6982)
H (-7.2734, 2.1566, -1.4095)
C (-3.8810, -1.5512, 0.7944)
C (0.4517, -3.1712, -1.6049)
C (3.3087, -0.5593, -3.9318)
H (-4.2733, -1.4590, -1.3340)
C (0.2045, -1.9660, -2.5265)
H (1.7031, 5.0774, 4.7881)
I (-1.5345, -2.4857, -3.7600)
C (0.8325, 0.0466, -1.1167)
H (3.9212, -1.4513, -3.8083)
H (2.5874, -3.5603, -4.0692)
H (4.7423, 4.7602, 4.9641)
H (2.3901, 0.8849, 0.2935)
C (1.8716, -0.9467, -4.3343)
O (-6.0541, -1.3005, -0.2933)
C (1.3392, -2.0421, -3.4944)
H (3.8837, 5.5926, 3.6662)
C (-0.1671, -0.5794, -1.9830)
O (4.0339, 2.2690, 5.4286)
C (3.2913, 2.3264, 4.4857)
H (-1.1353, -0.6065, -1.4847)
C (-6.1433, 0.0161, -0.5098)
H (3.2997, -0.0142, -2.9906)
H (-7.1729, 2.3319, 0.3612)
O (2.5108, 3.3466, 4.1472)
H (1.8851, -1.3177, -5.3635)
H (-2.9139, -2.0505, 0.7054)
N (1.8113, -3.2426, -3.5025)
H (2.5562, 4.1868, 6.0463)
C (-7.6452, 1.7898, -0.4558)
H (-0.4426, -3.6472, -1.2169)

Cartesian forces, eV/Å:
H 0.105 -0.021 -0.114
Br -0.219 0.107 0.253
O -0.019 -0.031 -0.063
O 0.007 -0.010 -0.001
C 0.119 -0.146 -0.123
H 0.013 0.024 0.086
H 0.031 0.000 -0.049
C 0.298 -0.244 0.002
C 0.181 0.196 0.015
C -0.049 0.277 0.174
C 0.069 0.033 -0.118
H -0.005 -0.065 0.021
O -0.001 -0.008 -0.029
H 0.024 0.026 0.004
H -0.038 0.039 -0.021
H 0.017 0.078 0.034
H -0.025 0.006 -0.001
H -0.164 0.022 0.006
H -0.152 -0.030 0.165
C 0.023 -0.150 -0.064
H -0.273 -0.021 -0.010
H 0.003 0.038 0.148
H 0.039 -0.084 -0.012
H 0.051 -0.012 0.013
C -0.096 0.180 0.063
C 0.162 -1.020 -1.126
C -0.265 -0.026 0.207
H -0.030 0.103 -0.003
C -0.593 0.291 0.525
H -0.032 -0.085 -0.088
I 0.084 -0.003 -0.150
C 0.116 -0.246 0.156
H 0.120 0.044 -0.055
H -0.053 0.167 -0.162
H -0.019 0.004 0.065
H -0.087 0.129 0.028
C 0.185 -0.167 -0.488
O -0.001 0.043 -0.036
C 0.005 0.010 -0.010
H -0.051 0.069 0.017
C 0.455 0.395 -0.061
O -0.009 -0.019 0.003
C 0.018 0.046 -0.023
H -0.006 -0.148 0.043
C -0.011 -0.002 0.047
H 0.062 0.009 0.018
H 0.055 -0.001 -0.030
O -0.019 -0.040 -0.017
H -0.012 -0.008 -0.010
H -0.014 -0.037 0.004
N 0.087 -0.166 0.358
H 0.072 -0.097 -0.026
C -0.100 0.093 -0.024
H -0.057 0.458 0.459

For the HOMO energy, the calculation gives -12.44 eV. The total charge is +1. The frontier orbital gap comes out at 7.72 eV. The value obtained for the LUMO energy is -4.72 eV. The total energy is -4042.1897 a.u.

Results of the natural (NBO) charge analysis, in e, for atoms 1 through 8: 0.257 0.086 -0.509 -0.485 -0.640 0.191 0.229 -0.069